A molecular structure, C27H57ClN8P2Pd, computed with ωB97M-V/def2-TZVPD.

The geometry in XYZ format:
```
96
C27H57ClN8P2Pd, DFT ωB97M-V/def2-TZVPD
Pd -1.573 0.357 -1.137
Cl -2.807 -1.455 -2.671
C -2.986 -1.069 -0.907
H -2.781 -1.968 -0.330
H -4.009 -0.719 -0.768
C 0.663 3.247 -4.633
C -0.444 2.553 -3.837
C -1.106 1.507 -4.743
P 0.020 1.861 -2.182
C 0.319 3.321 -1.077
C 0.942 4.569 -1.701
C -0.979 3.694 -0.360
C 1.643 0.989 -2.336
C 2.914 1.830 -2.428
C 1.588 -0.051 -3.457
H 0.217 3.746 -5.496
H 1.377 2.522 -5.021
H 1.215 3.996 -4.069
H -1.209 3.292 -3.567
H -0.358 0.828 -5.154
H -1.587 2.012 -5.583
H -1.861 0.926 -4.227
H 1.000 2.926 -0.322
H 0.293 4.993 -2.467
H 1.920 4.389 -2.142
H 1.064 5.331 -0.929
H -1.759 3.987 -1.066
H -0.795 4.538 0.309
H -1.339 2.852 0.236
H 1.669 0.442 -1.385
H 3.052 2.454 -1.544
H 2.922 2.475 -3.305
H 3.782 1.170 -2.497
H 1.684 0.418 -4.435
H 0.658 -0.622 -3.444
H 2.416 -0.754 -3.351
N -3.762 1.540 1.325
C -4.910 1.896 0.742
N -5.975 2.150 1.542
N -5.107 2.037 -0.548
C -4.083 1.955 -1.361
N -3.254 1.958 -2.174
H -3.693 1.476 2.325
H -2.952 1.213 0.780
H -5.982 1.855 2.501
H -6.853 2.311 1.082
N -0.544 0.187 0.606
P 0.333 -0.911 1.250
N 0.898 -2.159 0.279
C 0.571 -2.371 -1.114
C 0.110 -3.801 -1.367
C 1.207 -4.773 -0.945
C 1.613 -4.527 0.504
C 1.941 -3.055 0.756
N 1.691 -0.268 2.022
C 2.305 0.929 1.489
C 3.794 0.731 1.234
C 4.489 0.323 2.526
C 3.825 -0.925 3.095
C 2.320 -0.719 3.257
N -0.303 -1.799 2.571
C -0.735 -0.960 3.699
C -2.236 -0.723 3.664
C -2.993 -2.032 3.893
C -2.164 -3.208 3.366
C -1.320 -2.788 2.174
H 1.468 -2.188 -1.723
H -0.191 -1.643 -1.419
H -0.140 -3.927 -2.422
H -0.801 -3.987 -0.790
H 2.079 -4.621 -1.592
H 0.889 -5.809 -1.083
H 2.487 -5.131 0.764
H 0.805 -4.839 1.170
H 2.886 -2.812 0.242
H 2.099 -2.892 1.820
H 2.169 1.759 2.201
H 1.775 1.197 0.583
H 4.233 1.647 0.830
H 3.917 -0.056 0.483
H 4.393 1.140 3.250
H 5.557 0.160 2.369
H 4.257 -1.183 4.065
H 4.005 -1.768 2.422
H 2.158 0.037 4.042
H 1.841 -1.637 3.586
H -0.206 -0.009 3.642
H -0.445 -1.435 4.645
H -2.436 -0.331 2.665
H -2.522 0.034 4.399
H -3.960 -2.001 3.385
H -3.200 -2.171 4.956
H -2.813 -4.036 3.075
H -1.501 -3.587 4.148
H -1.978 -2.385 1.391
H -0.820 -3.656 1.752
```

## Properties
- HOMO level (eV) = -6.909
- lowest unoccupied orbital energy (hartree) = 0.0163
- E_tot (eV) = -75426.572
- total charge = 0
- gap between HOMO and LUMO (eV) = 7.4
- ΔE to the lowest compared entry with this formula, charge and spin (kcal per mole) = 5.19


A molecular structure, C27H57FInO24 in a non-equilibrium geometry, computed with ωB97M-V/def2-TZVPD.

The geometry in XYZ format:
```
110
C27H57FInO24, DFT ωB97M-V/def2-TZVPD
C 5.391 0.220 0.149
C 4.249 0.953 0.917
F 3.758 0.056 1.896
C 3.035 1.332 0.000
In 1.512 -0.351 -0.013
H 6.018 -0.279 0.931
H 6.068 0.925 -0.383
H 5.014 -0.571 -0.527
H 4.635 1.821 1.500
H 3.390 1.639 -1.012
H 2.570 2.233 0.478
H 1.934 -1.739 1.073
H 1.283 -1.021 -1.662
H -0.019 0.337 0.683
C -5.074 -0.749 -0.207
O -3.916 -0.489 0.579
C -4.124 0.305 1.627
O -5.175 0.800 1.946
O -2.962 0.453 2.257
C -3.020 1.285 3.410
H -4.773 -1.402 -1.024
H -5.836 -1.260 0.384
H -5.472 0.174 -0.629
H -3.695 0.864 4.157
H -3.327 2.296 3.141
H -2.017 1.325 3.830
C -5.202 -3.766 -5.603
O -4.853 -3.442 -4.260
C -4.116 -4.376 -3.648
O -3.753 -5.413 -4.132
O -3.857 -3.950 -2.414
C -3.068 -4.850 -1.635
H -5.793 -2.941 -5.997
H -4.307 -3.874 -6.216
H -5.803 -4.674 -5.637
H -2.092 -5.003 -2.094
H -3.585 -5.802 -1.505
H -2.924 -4.394 -0.658
C -3.243 -0.731 -5.963
O -3.616 -0.565 -7.334
C -3.839 0.698 -7.690
O -3.755 1.660 -6.976
O -4.175 0.712 -8.982
C -4.444 2.016 -9.495
H -3.089 -1.794 -5.790
H -2.311 -0.208 -5.750
H -4.038 -0.385 -5.302
H -3.559 2.649 -9.419
H -5.286 2.470 -8.972
H -4.704 1.905 -10.546
C 3.309 -4.579 -6.218
O 4.477 -4.330 -5.442
C 4.266 -3.527 -4.390
O 3.219 -3.036 -4.082
O 5.427 -3.374 -3.751
C 5.361 -2.534 -2.593
H 3.596 -5.236 -7.037
H 2.548 -5.079 -5.619
H 2.918 -3.650 -6.635
H 4.685 -2.952 -1.847
H 5.054 -1.524 -2.863
H 6.361 -2.490 -2.167
C 9.665 -0.175 6.350
O 8.915 0.934 5.860
C 7.935 0.595 5.014
O 7.665 -0.519 4.662
O 7.316 1.712 4.633
C 6.233 1.504 3.719
H 10.425 0.215 7.024
H 9.024 -0.858 6.908
H 10.160 -0.697 5.531
H 5.454 0.892 4.172
H 6.589 1.049 2.796
H 5.812 2.480 3.485
C 10.812 -4.828 10.151
O 9.491 -4.592 10.634
C 8.982 -3.413 10.268
O 9.533 -2.585 9.596
O 7.754 -3.318 10.779
C 7.085 -2.097 10.461
H 11.119 -5.808 10.509
H 10.828 -4.833 9.061
H 11.504 -4.081 10.541
H 6.956 -1.998 9.383
H 7.631 -1.243 10.863
H 6.103 -2.134 10.927
C -8.774 3.728 6.864
O -8.045 4.399 5.840
C -7.694 3.610 4.818
O -7.941 2.441 4.716
O -7.024 4.353 3.937
C -6.579 3.636 2.780
H -9.002 4.461 7.635
H -9.710 3.329 6.472
H -8.174 2.932 7.306
H -7.428 3.235 2.226
H -5.893 2.839 3.057
H -6.051 4.342 2.141
C -3.445 4.554 -6.260
O -4.212 5.689 -6.686
C -5.495 5.645 -6.332
O -6.030 4.768 -5.712
O -6.088 6.755 -6.789
C -7.475 6.839 -6.477
H -2.423 4.702 -6.604
H -3.437 4.482 -5.172
H -3.830 3.638 -6.702
H -7.628 6.854 -5.398
H -8.023 6.012 -6.929
H -7.847 7.773 -6.895
```

## Properties
- HOMO level (eV) = -4.463
- lowest unoccupied orbital energy (hartree) = 0.0706
- E_tot (eV) = -85953.371
- total charge = -1
- gap between HOMO and LUMO (eV) = 6.4


A molecular structure, C27H57N10O20S2 in a non-equilibrium geometry, computed with ωB97M-V/def2-TZVPD.

The geometry in XYZ format:
```
116
C27H57N10O20S2, DFT ωB97M-V/def2-TZVPD
C 3.371 2.118 2.125
C 3.338 3.261 1.284
C 1.948 3.595 0.622
S 1.756 2.488 -0.836
O 2.078 1.077 -0.469
O 2.822 2.901 -1.787
N 0.311 2.670 -1.650
S -1.016 2.359 -0.678
O -1.094 3.296 0.487
O -2.213 2.646 -1.505
C -1.084 0.648 -0.025
C -2.298 -0.221 -0.557
C -3.257 -0.730 0.615
C -4.401 0.303 0.962
C -3.749 1.456 1.822
C -4.770 2.382 2.596
C -3.876 3.500 3.315
C -4.671 4.806 3.686
C -4.595 5.958 2.606
C -3.150 6.292 2.085
C -3.240 7.484 1.016
C -3.100 7.000 -0.476
N -4.116 6.029 -0.907
C -5.097 6.313 -1.879
C -5.949 5.160 -2.105
C -5.492 4.069 -1.170
C -4.364 4.724 -0.508
H 3.815 1.153 1.742
H 2.921 2.081 3.148
H 4.246 3.900 1.146
H 2.034 4.640 0.229
H 1.180 3.458 1.427
H -0.147 0.053 -0.161
H -1.225 0.747 1.092
H -1.858 -1.170 -0.993
H -2.891 0.245 -1.383
H -2.677 -1.077 1.516
H -3.776 -1.655 0.214
H -4.860 0.768 0.041
H -5.222 -0.175 1.560
H -3.215 2.133 1.092
H -3.027 1.049 2.593
H -5.439 1.835 3.310
H -5.349 2.948 1.801
H -3.426 3.005 4.232
H -2.995 3.684 2.631
H -4.226 5.209 4.645
H -5.760 4.587 3.872
H -4.973 6.897 3.121
H -5.339 5.755 1.780
H -2.478 6.599 2.927
H -2.658 5.440 1.532
H -4.159 8.108 1.172
H -2.345 8.150 1.218
H -2.067 6.614 -0.725
H -3.232 7.916 -1.124
H -5.219 7.260 -2.449
H -6.794 5.057 -2.826
H -5.881 3.044 -1.000
H -3.797 4.170 0.275
C 0.729 0.729 -4.320
N -0.008 -0.432 -4.890
O 0.261 -0.764 -6.034
O -0.830 -0.970 -4.174
H 1.422 1.101 -5.069
H -0.004 1.490 -4.060
H 1.264 0.381 -3.439
C -0.472 -2.783 -8.574
N -1.119 -3.563 -9.662
O -1.564 -2.944 -10.610
O -1.157 -4.773 -9.524
H -0.509 -1.727 -8.827
H -1.023 -2.978 -7.657
H 0.558 -3.123 -8.494
C 1.143 -6.055 -6.506
N 2.288 -5.109 -6.435
O 2.037 -3.918 -6.469
O 3.399 -5.596 -6.345
H 0.221 -5.485 -6.584
H 1.286 -6.678 -7.387
H 1.154 -6.649 -5.596
C 7.882 1.608 1.187
N 6.909 2.098 2.200
O 6.468 1.287 2.994
O 6.623 3.278 2.158
H 8.041 0.545 1.342
H 7.454 1.796 0.204
H 8.807 2.162 1.328
C 1.953 -5.713 -1.910
N 1.226 -6.886 -2.466
O 1.501 -7.226 -3.603
O 0.407 -7.419 -1.745
H 2.646 -5.344 -2.661
H 1.213 -4.955 -1.662
H 2.487 -6.048 -1.024
C 3.979 -1.846 2.254
N 3.860 -3.234 1.734
O 4.536 -4.099 2.270
O 3.095 -3.410 0.809
H 4.692 -1.840 3.074
H 4.326 -1.217 1.437
H 2.994 -1.538 2.598
C 3.168 -6.681 2.839
N 2.909 -7.311 4.161
O 1.879 -7.940 4.293
O 3.756 -7.148 5.025
H 2.338 -6.908 2.176
H 3.254 -5.612 2.996
H 4.095 -7.099 2.453
C 4.026 -7.000 8.113
N 3.047 -6.506 9.118
O 2.602 -7.313 9.913
O 2.761 -5.325 9.072
H 4.184 -8.063 8.273
H 3.606 -6.817 7.126
H 4.951 -6.446 8.257
```

## Properties
- HOMO level (eV) = -5.438
- lowest unoccupied orbital energy (hartree) = 0.0383
- E_tot (eV) = -106417.918
- total charge = -1
- gap between HOMO and LUMO (eV) = 6.5


A molecular structure, C27H57NO5P2SiV in a non-equilibrium geometry, computed with ωB97M-V/def2-TZVPD.

The geometry in XYZ format:
```
94
C27H57NO5P2SiV, DFT ωB97M-V/def2-TZVPD
V 0.078 0.227 0.230
P -2.300 1.646 0.129
P 2.221 -1.466 -0.005
N -0.594 -1.002 -0.738
H -1.447 0.529 0.849
C -2.490 2.315 -1.545
H -3.376 2.936 -1.688
H -2.560 1.501 -2.272
H -1.637 2.926 -1.840
C -2.570 2.939 1.357
H -3.620 3.200 1.510
H -2.030 3.852 1.095
H -2.148 2.594 2.303
C -3.601 0.399 0.315
H -4.592 0.817 0.520
H -3.309 -0.250 1.140
H -3.624 -0.232 -0.575
C 3.039 -1.653 -1.630
H 3.717 -2.520 -1.652
H 3.602 -0.737 -1.845
H 2.268 -1.777 -2.401
C 3.596 -0.975 1.091
H 4.183 -1.853 1.388
H 3.194 -0.473 1.981
H 4.237 -0.271 0.547
C 1.855 -3.208 0.457
H 2.776 -3.802 0.566
H 1.215 -3.657 -0.318
H 1.291 -3.216 1.404
C -1.382 -2.034 -1.020
C -2.660 -3.386 -2.603
C -1.857 -2.286 -2.345
C -1.780 -2.920 0.029
C -2.590 -4.015 -0.240
C -3.043 -4.245 -1.552
H -2.994 -3.591 -3.629
H -1.530 -1.598 -3.125
H -1.402 -2.720 1.032
H -2.867 -4.696 0.574
H -3.691 -5.110 -1.764
C 2.110 2.267 -0.701
O 1.726 1.043 -0.883
C 1.310 3.295 -1.463
H 1.136 4.169 -0.821
H 0.357 2.845 -1.750
H 1.807 3.619 -2.375
C 2.706 2.555 0.658
H 3.799 2.633 0.660
H 2.434 1.781 1.399
H 2.306 3.521 1.023
C -1.130 -1.943 6.014
C -1.492 -0.798 5.082
C -2.141 -1.333 3.814
C -2.426 0.168 5.795
O -0.255 -0.092 4.765
Si 0.517 0.646 3.532
O 0.280 -0.027 2.103
O -0.002 2.210 3.411
C 0.255 3.378 4.267
C -0.366 4.578 3.565
C -0.400 3.190 5.628
C 1.748 3.609 4.435
O 2.128 0.662 3.906
C 2.841 -0.103 4.934
C 4.327 0.151 4.706
C 2.445 0.366 6.329
C 2.514 -1.579 4.771
H -2.044 -2.449 6.345
H -0.603 -1.584 6.908
H -0.506 -2.688 5.507
H -3.057 -1.877 4.090
H -2.423 -0.516 3.138
H -1.474 -2.031 3.295
H -1.962 0.576 6.702
H -2.720 0.996 5.140
H -3.339 -0.360 6.095
H -1.447 4.459 3.434
H -0.193 5.485 4.158
H 0.089 4.729 2.580
H -0.238 4.090 6.237
H -1.483 3.041 5.537
H 0.027 2.343 6.174
H 2.229 2.765 4.946
H 2.223 3.750 3.456
H 1.908 4.520 5.037
H 4.659 -0.221 3.730
H 4.912 -0.363 5.478
H 4.559 1.221 4.767
H 1.370 0.227 6.497
H 2.988 -0.239 7.071
H 2.714 1.418 6.489
H 1.446 -1.752 4.952
H 2.770 -1.929 3.763
H 3.087 -2.166 5.503
```

## Properties
- HOMO level (spin up / spin down) (eV) = -5.060 / -6.489
- lowest unoccupied orbital energy (spin up / spin down) (hartree) = 0.0062 / 0.0189
- E_tot (eV) = -92797.757
- ⟨S²⟩ = 1.094
- multiplicity = 2
- total charge = 0
- gap between HOMO and LUMO (spin up / spin down) (eV) = 5.2 / 7.0
- ΔE to the lowest compared entry with this formula, charge and spin (kcal per mole) = 76.27


What is the E_tot in the third record?
-106417.918 eV